A structure of composition C11H14HfN4OS in a non-equilibrium geometry, computed with wB97M-V/def2-TZVPD.

Last column: Mulliken charge in e.
CARTESIAN COORDINATES (ANGSTROEM)
1 C -1.009460 0.184113 3.275860  -0.766
2 N -1.603627 -0.339576 2.011176  0.007
3 C -2.770231 0.384163 1.383788  -0.767
4 C -1.098518 -1.638125 1.413798  0.278
5 O -1.795604 -2.567351 1.239898  -0.171
6 C 0.412345 -1.614018 0.826072  0.225
7 C 0.321129 -0.877250 -0.537351  0.655
8 C -0.626691 -1.461605 -1.434194  -0.967
9 C -0.779635 -0.993974 -2.725417  -0.944
10 C -0.021878 0.110219 -3.105911  0.267
11 N -0.064022 0.718371 -4.296886  -0.446
12 S 0.943320 1.913236 -4.230704  0.491
13 N 1.521535 1.782704 -2.758449  -0.474
14 C 0.904911 0.739095 -2.198975  0.727
15 C 1.123198 0.241787 -0.896881  0.007
16 C 2.255381 0.896764 0.011147  -0.377
17 N 3.345848 1.463084 -0.636410  -0.437
18 H -1.655799 0.088840 4.154797  0.444
19 H -0.077268 -0.347302 3.526358  0.477
20 H -0.832161 1.298725 3.215381  0.463
21 H -2.852841 1.383791 1.817291  0.450
22 H -3.714153 -0.107307 1.620749  0.357
23 H -2.666860 0.458407 0.299378  0.440
24 H 0.768527 -2.647213 0.798921  0.511
25 H 1.163991 -1.120576 1.502963  0.131
26 H -1.198619 -2.321681 -1.120838  0.618
27 H -1.471486 -1.452278 -3.418274  0.538
28 H 1.826297 1.723345 0.641330  0.198
29 H 2.629063 0.101351 0.702091  0.472
30 H 3.688024 0.939327 -1.436134  0.347
31 H 3.236688 2.431660 -0.920768  0.318
32 Hf 0.098598 0.629272 1.276193  0.929

Atoms 1-3, force components in eV/Å:
-0.83 -0.41 0.28
1.02 0.53 -0.79
-0.36 0.07 0.53

Calculated values
Maximum force (eV Å⁻¹): 3.201
Electronic energy (Ha): -1165.98174
HOMO (hartree): -0.8650
HOMO-LUMO gap (Eh): 0.190
Charge: +4